1.
C8H7BF4N3OSV | wB97M-V/def2-TZVPD

Properties
2S+1   2
Kohn-Sham gap (spin up / spin down)   6.72 / 7.21 eV
Energy above the lowest of the compared OMol25 structures with the same formula, charge and spin   0.000 eV
Total charge   +1
E_LUMO (spin up / spin down)   -5.695 / -5.287 eV
<S²>   0.770
E_HOMO (spin up / spin down)   -12.42 / -12.50 eV

XYZ file:
```
26
C8H7BF4N3OSV | the Open Molecules 2025 dataset | wB97M-V/def2-TZVPD
V 0.677 0.291 1.371
N 0.699 -3.445 3.030
C 0.401 -2.400 2.253
S -0.141 -0.918 3.070
N 0.518 -2.492 0.962
N 0.208 -1.313 0.339
C -0.289 -1.342 -0.858
C -0.788 -0.183 -1.529
C -1.250 -0.277 -2.851
C -1.827 0.808 -3.469
C -1.979 2.007 -2.771
C -1.551 2.131 -1.463
C -0.946 1.044 -0.851
O -0.529 1.147 0.423
H 0.604 -3.404 4.028
H 0.993 -4.306 2.597
H -0.372 -2.316 -1.332
H -1.144 -1.215 -3.381
H -2.170 0.731 -4.490
H -2.441 2.855 -3.260
H -1.668 3.053 -0.912
F 3.847 2.623 2.444
B 2.686 2.392 1.928
F 2.424 -0.034 1.380
F 2.413 2.542 0.647
F 1.626 2.023 2.696
```

---

2.
C8H7Br2O2S | wB97M-V/def2-TZVPD

Properties
2S+1   3
Kohn-Sham gap (spin up / spin down)   4.64 / 5.59 eV
Total charge   -1
E_LUMO (spin up / spin down)   3.027 / 1.631 eV
<S²>   2.013
E_HOMO (spin up / spin down)   -1.61 / -3.96 eV

XYZ file:
```
20
C8H7Br2O2S | the Open Molecules 2025 dataset | wB97M-V/def2-TZVPD
C -1.386 -0.379 -0.031
C 0.247 -1.351 -1.294
C -0.875 -0.982 1.101
C 0.914 -1.797 -0.206
C -0.743 -0.320 -1.285
C 0.343 -1.496 1.015
C -0.932 0.594 -2.378
C 0.731 1.886 1.201
O 1.141 -1.177 1.989
O 0.191 0.673 3.450
S 1.285 0.645 2.476
Br 2.218 1.972 -0.063
Br 0.834 3.368 2.379
H -2.331 0.267 0.093
H 0.559 -1.609 -2.295
H -1.252 -0.751 2.158
H 1.754 -2.446 -0.241
H -0.164 0.435 -3.051
H -1.895 0.844 -2.958
H -0.637 1.623 -2.061
```

---

3.
C8H7ClO | wB97M-V/def2-TZVPD

Properties
Kohn-Sham gap   10.26 eV
SMILES   O=C[C@H](Cl)c1ccccc1
Energy above the lowest of the compared OMol25 structures with the same formula, charge and spin   0.000 eV
Total charge   0
E_LUMO   0.757 eV
E_HOMO   -9.50 eV

XYZ file:
```
17
C8H7ClO | the Open Molecules 2025 dataset | wB97M-V/def2-TZVPD
O 1.446 1.517 3.141
C 1.674 1.174 1.995
C 1.075 -0.228 1.426
Cl 2.517 -1.033 1.024
C -0.012 -0.128 0.283
C -1.204 -0.748 0.323
C -1.965 -0.900 -0.794
C -1.512 -0.335 -1.976
C -0.314 0.391 -1.978
C 0.549 0.421 -0.881
H 2.262 1.851 1.334
H 0.624 -0.702 2.256
H -1.678 -1.186 1.317
H -2.919 -1.407 -0.851
H -2.052 -0.425 -2.854
H -0.058 0.839 -2.875
H 1.567 0.900 -0.888
```

---

4.
C8H7F5N2OS2SbSe4Tc | wB97M-V/def2-TZVPD

Properties
Kohn-Sham gap (spin up / spin down)   5.15 / 5.14 eV
Energy above the lowest of the compared OMol25 structures with the same formula, charge and spin   0.823 eV
Total charge   +2
E_LUMO (spin up / spin down)   -9.238 / -9.241 eV
E_HOMO (spin up / spin down)   -14.39 / -14.38 eV

XYZ file:
```
31
C8H7F5N2OS2SbSe4Tc | the Open Molecules 2025 dataset | wB97M-V/def2-TZVPD
Tc 0.267 0.456 -1.770
F 0.496 -5.164 2.287
C 0.595 -4.375 1.235
C 0.412 -2.997 1.374
F 0.142 -2.438 2.549
C 0.501 -2.202 0.246
F 0.350 -0.839 0.346
C 0.699 -2.718 -1.028
S 0.525 -1.702 -2.436
C 0.938 -4.091 -1.148
F 1.178 -4.614 -2.338
C 0.902 -4.911 -0.021
F 1.131 -6.201 -0.155
Se 3.086 4.699 -3.579
Sb 1.112 4.253 -2.404
Se -1.699 1.359 -0.847
Se -0.139 0.921 -4.071
Se -0.618 3.021 -4.402
N -2.330 2.484 3.452
C -2.551 2.153 2.196
N -3.759 2.172 1.673
S -1.121 1.703 1.303
H -3.077 2.757 4.076
H -1.392 2.482 3.828
H -4.561 2.422 2.241
H -3.930 1.926 0.705
C 2.606 1.881 -0.621
O 1.626 1.811 -1.617
H 3.577 1.620 -1.050
H 2.378 1.224 0.224
H 2.658 2.907 -0.247
```

---

5.
C8H7N | wB97M-V/def2-TZVPD

Properties
Kohn-Sham gap   10.09 eV
SMILES   C#C/C=C/[C@H]1N[C@@H]1C#C
Energy above the lowest of the compared OMol25 structures with the same formula, charge and spin   4.949 eV
Total charge   0
E_LUMO   0.657 eV
E_HOMO   -9.44 eV

XYZ file:
```
16
C8H7N | the Open Molecules 2025 dataset | wB97M-V/def2-TZVPD
C 4.177 -0.486 -0.112
C 2.980 -0.464 0.009
C 1.539 -0.480 0.066
C 0.870 0.611 0.469
C -0.633 0.718 0.563
N -1.324 1.461 -0.394
C -1.447 0.002 -0.435
C -2.729 -0.547 -0.068
C -3.762 -1.094 0.190
H 5.253 -0.351 -0.296
H 1.069 -1.443 -0.206
H 1.400 1.551 0.666
H -1.069 0.852 1.521
H -0.658 1.698 -1.152
H -0.922 -0.526 -1.246
H -4.746 -1.501 0.426
```

---

6.
C8H7N2O | wB97M-V/def2-TZVPD

Properties
2S+1   3
Kohn-Sham gap (spin up / spin down)   6.82 / 6.48 eV
Energy above the lowest of the compared OMol25 structures with the same formula, charge and spin   0.000 eV
Total charge   +1
E_LUMO (spin up / spin down)   -5.172 / -8.409 eV
<S²>   2.011
E_HOMO (spin up / spin down)   -12.00 / -14.88 eV

XYZ file:
```
18
C8H7N2O | the Open Molecules 2025 dataset | wB97M-V/def2-TZVPD
C 0.627 1.554 0.188
C -0.156 -2.459 -0.481
C 1.615 0.734 0.077
C 0.643 -0.585 -0.033
C -0.760 -0.454 -0.059
C -1.429 0.695 0.141
C 3.079 0.529 0.135
C -2.840 0.882 0.107
N 0.977 -1.892 -0.319
N -0.570 1.682 0.304
O -1.236 -1.718 -0.376
H -0.176 -3.438 -0.810
H 3.511 0.997 1.103
H 3.544 1.008 -0.648
H 3.068 -0.598 0.120
H -3.160 0.890 1.154
H -3.601 0.272 -0.424
H -3.137 1.902 -0.180
```

---

7.
C8H7N2S | wB97M-V/def2-TZVPD

Properties
Kohn-Sham gap   7.59 eV
SMILES   C1=[NH+][C@@]2(c3ccccc3)SN12
Energy above the lowest of the compared OMol25 structures with the same formula, charge and spin   2.371 eV
Total charge   +1
E_LUMO   -5.563 eV
E_HOMO   -13.15 eV

XYZ file:
```
18
C8H7N2S | the Open Molecules 2025 dataset | wB97M-V/def2-TZVPD
C -2.346 -1.334 -1.855
N -1.825 -0.122 -1.760
C -1.434 -0.247 -0.334
C -0.098 0.041 0.112
C 0.320 -0.535 1.349
C 1.434 0.015 2.046
C 2.251 0.945 1.400
C 2.071 1.172 0.046
C 0.889 0.873 -0.570
S -2.683 -0.803 0.686
N -2.199 -1.810 -0.605
H -2.698 -1.910 -2.706
H -1.607 0.642 -2.416
H -0.385 -1.232 1.798
H 1.754 -0.458 2.917
H 3.124 1.348 1.779
H 2.618 2.071 -0.394
H 0.815 1.344 -1.494
```

---

8.
C8H7N3O | wB97M-V/def2-TZVPD

Properties
2S+1   3
Kohn-Sham gap (spin up / spin down)   7.19 / 6.51 eV
Energy above the lowest of the compared OMol25 structures with the same formula, charge and spin   0.864 eV
Total charge   0
E_LUMO (spin up / spin down)   0.837 / -1.762 eV
<S²>   2.023
E_HOMO (spin up / spin down)   -6.35 / -8.28 eV

XYZ file:
```
19
C8H7N3O | the Open Molecules 2025 dataset | wB97M-V/def2-TZVPD
C -2.389 -0.865 -0.153
C -0.986 -1.353 -0.140
C -0.186 -0.903 -1.282
C 1.037 -0.419 -1.092
C 1.547 -0.244 0.307
C 1.501 1.264 0.631
C -0.347 -1.599 1.021
C 0.575 2.172 0.255
N -2.425 0.411 0.002
N -1.412 1.075 0.371
N -0.622 1.771 -0.295
O 0.952 -1.221 1.205
H -3.297 -1.433 -0.233
H -0.633 -0.966 -2.261
H 1.663 -0.059 -1.893
H 2.610 -0.509 0.357
H 2.445 1.659 0.984
H -0.790 -2.014 1.912
H 0.757 3.234 0.302
```

---

9.
C8H7N3O2 | wB97M-V/def2-TZVPD

Properties
Kohn-Sham gap (spin up / spin down)   7.28 / 8.40 eV
Energy above the lowest of the compared OMol25 structures with the same formula, charge and spin   5.116 eV
Total charge   0
E_LUMO (spin up / spin down)   -1.729 / -0.351 eV
E_HOMO (spin up / spin down)   -9.01 / -8.75 eV

XYZ file:
```
20
C8H7N3O2 | the Open Molecules 2025 dataset | wB97M-V/def2-TZVPD
C 1.983 -0.561 1.471
C -2.941 0.764 0.172
C -2.003 1.755 0.409
C -2.564 -0.517 -0.193
C -0.639 1.468 0.294
C -1.211 -0.832 -0.311
C -0.364 0.196 -0.060
C 2.233 -0.671 0.103
N 1.769 -0.490 2.599
N 2.410 -1.849 -0.542
N 2.312 0.490 -0.687
O 2.287 1.591 -0.151
O 2.432 0.299 -1.902
H -3.992 0.992 0.274
H -2.310 2.751 0.689
H -3.304 -1.281 -0.383
H 0.138 2.200 0.466
H -0.889 -1.823 -0.586
H 2.173 -2.724 -0.114
H 2.480 -1.759 -1.549
```

---

10.
C8H7N4O2P | wB97M-V/def2-TZVPD

Properties
Kohn-Sham gap   9.26 eV
Total charge   0
E_LUMO   0.201 eV
E_HOMO   -9.06 eV

XYZ file:
```
22
C8H7N4O2P | the Open Molecules 2025 dataset | wB97M-V/def2-TZVPD
C 2.058 0.415 -1.856
C 1.584 1.401 -0.896
C 1.394 -0.794 -2.080
C 0.375 1.205 -0.300
C 0.139 -0.948 -1.443
C -0.319 -0.010 -0.512
C -3.491 0.138 0.972
C -2.222 0.605 0.988
N -3.628 -0.835 0.022
N -2.460 -0.959 -0.539
N -1.633 -0.120 -0.021
N -3.335 -1.968 2.320
O -4.583 0.230 1.889
O -6.022 -1.646 3.010
P -4.754 -1.280 2.439
H 2.795 0.735 -2.551
H 2.080 2.307 -0.646
H 1.777 -1.691 -2.567
H -0.136 1.999 0.265
H -0.353 -1.818 -1.779
H -1.595 1.187 1.659
H -3.227 -2.957 2.549
```

---

11.
C8H7N6 | wB97M-V/def2-TZVPD

Properties
Kohn-Sham gap   9.67 eV
Energy above the lowest of the compared OMol25 structures with the same formula, charge and spin   0.000 eV
Total charge   +1
E_LUMO   -3.507 eV
E_HOMO   -13.18 eV

XYZ file:
```
21
C8H7N6 | the Open Molecules 2025 dataset | wB97M-V/def2-TZVPD
C 4.072 -1.284 -0.586
C 2.269 -2.048 0.579
C 3.152 1.525 0.420
C 1.226 0.473 0.961
C -0.695 0.506 -1.492
C -2.053 0.966 -1.105
C 3.291 -1.026 0.596
C 2.582 0.323 0.655
N 4.683 -1.623 -1.469
N 1.431 -2.799 0.453
N 3.413 2.654 0.325
N 0.119 0.648 1.263
N 0.430 0.267 -1.629
N -2.232 0.867 0.370
H 3.299 3.382 -0.364
H -2.203 2.043 -1.504
H -2.660 0.265 -1.636
H 3.987 -1.152 1.572
H -1.336 0.534 0.824
H -2.958 0.234 0.606
H -2.419 1.753 0.832
```

---

12.
C8H7NO2 | wB97M-V/def2-TZVPD

Properties
Kohn-Sham gap   8.92 eV
Energy above the lowest of the compared OMol25 structures with the same formula, charge and spin   5.188 eV
Total charge   0
E_LUMO   0.894 eV
E_HOMO   -8.03 eV

XYZ file:
```
18
C8H7NO2 | the Open Molecules 2025 dataset | wB97M-V/def2-TZVPD
C -1.608 0.550 0.092
C -0.538 1.321 -0.025
C 0.702 0.671 -0.048
C 2.044 1.060 0.055
C 2.880 0.038 0.083
C 0.746 -0.803 -0.001
C -0.398 -1.438 -0.008
C -1.573 -0.864 -0.013
H -3.003 1.902 0.254
H -0.775 2.618 -0.272
H 2.161 2.222 -0.064
H 3.885 -0.212 -0.192
H 2.679 -1.906 -0.147
H -0.227 -2.737 -0.005
H -3.249 -0.909 0.319
N 2.054 -1.127 0.024
O -2.932 1.135 -0.027
O -2.848 -1.522 -0.024
```

---

Number 1: M 331.0 g/mol. Number 2: M 327.0 g/mol. Number 3: M 154.6 g/mol. Number 4: M 841.9 g/mol. Number 5: M 117.2 g/mol. Number 6: M 147.2 g/mol. Number 7: M 163.2 g/mol. Number 8: M 161.2 g/mol. Number 9: M 177.2 g/mol. Number 10: M 222.1 g/mol. Number 11: M 187.2 g/mol. Number 12: M 149.1 g/mol.